Record 1
H40O20 | wB97M-V/def2-TZVPD

Calculated values
- net charge = 0
- gap between HOMO and LUMO (eV) = 10.226
- energy relative to the best compared isomer or geometry (same formula, charge and spin) (kJ/mol) = 819.0

The geometry in XYZ format:
```
60
H40O20, DFT wB97M-V/def2-TZVPD
O 0.967 -4.488 -1.419
O -1.583 3.638 -4.019
O 1.375 1.938 2.315
O 0.177 -0.093 1.810
O 1.370 1.287 -3.894
O -0.348 1.262 3.942
O -3.921 -0.102 3.237
O -0.321 5.277 0.305
O -2.145 -3.703 1.957
O -2.226 0.687 -4.491
O 3.854 -3.018 -0.987
O 0.778 -1.482 4.125
O 0.924 -2.612 1.519
O 2.973 2.123 -2.005
O 3.731 0.362 4.135
O -0.595 -1.295 -4.620
O -1.403 -1.609 -1.246
O -2.469 -0.638 0.757
O -2.379 2.569 0.502
O 1.081 0.083 -1.297
H -4.657 0.411 3.251
H -0.085 -1.240 4.557
H 3.205 1.250 -2.223
H -0.696 -1.796 -5.414
H 0.320 -2.866 2.389
H -0.643 4.634 -0.359
H 2.959 -0.131 4.234
H -3.953 -0.617 3.993
H 1.559 2.778 2.948
H 3.434 0.916 3.463
H -1.568 2.407 0.130
H -1.895 -1.052 -0.640
H -0.830 4.201 -4.355
H 0.656 -2.640 0.654
H -1.488 -0.063 -4.616
H 0.884 2.383 1.572
H -3.070 0.184 0.732
H -0.112 -0.540 -4.931
H 3.227 -2.423 -1.342
H -1.341 -1.068 -2.025
H -2.390 2.229 1.401
H -0.686 1.095 3.102
H -1.252 2.815 -4.558
H -2.383 -0.639 1.727
H 0.618 -5.058 -0.782
H 0.785 0.056 1.112
H -1.407 -3.524 1.620
H 2.296 1.208 -4.229
H 0.541 1.002 3.731
H 1.937 -4.726 -1.532
H -2.503 0.582 -3.554
H -2.496 -4.499 1.807
H 1.076 -0.801 -1.207
H 0.880 0.387 -2.190
H 0.593 5.724 -0.005
H 0.877 -0.687 3.429
H 2.331 2.087 -1.279
H 3.933 -3.073 -0.034
H -0.024 -1.034 2.006
H 1.528 1.942 -3.208
```

***

Record 2
H40O20 | wB97M-V/def2-TZVPD

Calculated values
- net charge = +1
- multiplicity = 2
- expectation value of S² = 0.756
- gap between HOMO and LUMO (spin up / spin down) (eV) = 9.653 / 2.430
- energy relative to the best compared isomer or geometry (same formula, charge and spin) (kJ/mol) = 181.8

The geometry in XYZ format:
```
60
H40O20, DFT wB97M-V/def2-TZVPD
O 4.196 0.676 -2.972
O 1.987 -2.266 -2.596
O -2.722 2.880 0.297
O -5.107 -1.303 1.568
O 2.880 4.521 -1.527
O -1.356 0.047 -4.685
O -3.311 3.511 3.121
O -2.571 -4.409 -0.671
O -4.171 0.179 -2.616
O -0.453 1.893 2.410
O -0.538 -2.121 -2.426
O 0.774 -0.334 -0.331
O 2.176 0.363 3.848
O -1.250 -1.492 4.336
O 2.994 -1.395 1.880
O 4.475 1.551 2.572
O 3.399 -4.594 1.850
O 1.942 1.269 -2.555
O -1.082 1.461 -1.199
O -2.282 -1.073 -0.836
H -1.709 1.422 -1.980
H 2.234 2.155 -2.309
H 0.261 -1.657 -2.701
H -2.258 2.550 1.028
H 2.178 -3.108 -2.170
H -2.733 4.252 3.427
H 2.662 -0.511 1.727
H -1.401 -0.849 5.029
H -1.748 1.849 -0.573
H -2.694 2.765 3.169
H -4.547 -2.115 1.382
H -0.618 -2.715 -3.174
H 0.064 0.306 -0.594
H -1.786 -4.250 -0.103
H -1.580 -1.320 3.471
H -0.693 2.059 1.503
H -0.660 0.332 -5.329
H 4.168 0.863 3.133
H 3.033 -4.399 2.726
H 3.765 2.180 2.565
H 2.562 -2.167 -3.331
H 3.768 -1.451 1.260
H 0.226 -0.982 0.092
H 4.556 0.404 -2.074
H -0.937 -0.250 -3.870
H 1.455 -0.139 3.283
H 3.774 4.126 -1.519
H -1.567 -1.517 -1.359
H -3.646 3.034 0.635
H 3.688 -3.789 1.409
H 2.948 5.011 -0.697
H -2.963 -3.555 -0.526
H 0.551 2.148 2.395
H 1.329 0.946 -1.882
H -4.528 -0.658 -2.906
H -4.382 -0.671 1.588
H -5.054 0.566 -2.635
H 1.929 -0.163 4.602
H 3.206 0.469 -2.784
H -2.828 -0.533 -1.373
```